Entry 1:
The following is a quantum chemistry calculation of 2 unconnected molecules or ions with the total composition C4H12, from OMol25.

Geometry as XYZ:
```
16
Properties=species:S:1:pos:R:3:forces:R:3
C -0.65691 0.31196 -2.95913 -0.275 -0.187 -0.619
C -0.43219 0.57273 -1.48487 -0.316 0.062 -0.362
H -0.20235 -0.63115 -3.26615 0.094 0.025 -0.010
H -1.71478 0.23406 -3.22395 -0.027 -0.017 0.220
H -0.26354 1.09279 -3.60511 0.218 0.134 0.041
H -0.95158 1.47960 -1.17448 0.067 0.014 0.122
H 0.63122 0.69238 -1.29219 0.022 -0.095 0.269
H -0.84737 -0.26505 -0.92774 0.217 0.055 0.304
C 1.03947 -1.01480 2.36699 0.693 1.988 -0.311
C 0.05063 0.11219 2.06907 -0.270 0.361 0.644
H 1.98493 -0.57777 2.70402 0.111 -0.061 -0.271
H 0.70773 -1.55229 3.21276 -0.556 -1.108 0.620
H 1.23091 -1.60552 1.48830 -0.007 -0.534 -0.121
H -0.92328 -0.31861 1.83728 -0.054 0.234 -0.282
H 0.35108 0.84903 1.32504 0.113 -0.507 -0.469
H -0.09716 0.76110 2.94007 -0.031 -0.364 0.226
```
Positions in Å, forces in eV/Å.

Its largest force on an atom is 2.1 eV Å⁻¹. Its energy above the lowest of the compared OMol25 structures with the same formula, charge and spin is 15.2 kJ/mol. Its net charge is 0. Its SMILES is CC.CC.

=====

Entry 2:
The following is a quantum chemistry calculation of a single C22H24N2O5S molecule, from OMol25.

Geometry as XYZ:
```
54
Properties=species:S:1:pos:R:3:forces:R:3
C 5.51505 2.97489 -0.95157 0.197 0.111 -0.052
H 5.93529 2.64231 -1.90632 -0.012 0.001 0.046
O 4.34034 2.27081 -0.62912 -0.262 -0.220 0.079
C 4.41044 0.92281 -0.46574 -0.055 -0.176 0.041
C 5.57297 0.16561 -0.58771 0.051 0.288 -0.049
C 5.52551 -1.20750 -0.40035 -0.040 -0.048 0.013
C 4.34123 -1.84357 -0.09336 -0.113 -0.011 0.021
C 3.17333 -1.08860 0.03076 0.684 0.085 -0.150
C 3.21069 0.28760 -0.15428 0.078 -0.074 -0.008
H 2.30921 0.86951 -0.05978 -0.133 0.118 0.008
C 1.91382 -1.72246 0.35103 -1.178 0.429 0.227
N 0.77084 -1.12273 0.51934 0.855 0.298 -0.252
C -0.12698 -2.10762 0.81269 0.689 -1.118 -0.029
C 0.52907 -3.31301 0.80239 -0.988 0.549 0.202
O 1.82649 -3.06170 0.51536 0.348 -0.016 -0.059
C 0.07662 -4.70467 1.03724 0.123 0.045 -0.081
H -0.22278 -4.84131 2.07634 0.023 -0.066 0.058
H 0.88598 -5.39212 0.80853 0.006 -0.107 0.020
H -0.77945 -4.91851 0.39912 0.063 -0.086 0.034
C -1.56298 -1.82493 0.99466 -0.424 -0.188 -0.743
H -2.02483 -2.45842 1.74553 -0.150 0.004 0.096
H -1.73810 -0.76882 1.17821 -0.075 0.079 0.113
S -2.38077 -2.25461 -0.58287 -0.590 -0.286 0.109
O -1.81119 -1.50288 -1.67120 0.243 0.328 0.019
O -2.35934 -3.68809 -0.71463 -0.175 -0.140 0.263
C -4.12410 -1.74300 -0.38696 0.903 -0.125 0.274
C -4.28265 -0.23025 -0.36115 -0.060 -0.044 -0.068
O -4.79451 0.34426 0.57714 -0.157 -0.039 0.237
N -3.86581 0.35990 -1.49407 0.131 0.207 -0.337
H -3.23168 -0.16436 -2.08610 -0.156 0.004 0.088
C -3.92459 1.78983 -1.69512 -0.033 0.220 -0.119
C -2.54438 2.45167 -1.59085 -0.271 -0.097 0.131
C -2.04126 2.44707 -0.17470 0.094 0.032 -0.114
C -1.03512 1.57949 0.22398 -0.029 0.061 -0.021
C -0.58719 1.57938 1.53541 0.074 -0.004 0.132
C -1.14977 2.43761 2.46311 0.039 -0.021 0.085
C -2.16058 3.30135 2.07432 -0.075 0.083 0.037
C -2.59953 3.30735 0.76385 0.046 -0.017 0.007
H -3.38317 3.98843 0.46317 -0.105 0.075 -0.032
H -2.60533 3.97331 2.79389 -0.036 0.054 0.054
H -0.80206 2.43605 3.48604 0.032 0.003 0.075
H 0.20260 0.89980 1.81924 0.053 -0.037 0.024
H -0.59310 0.89384 -0.48489 0.061 -0.064 -0.107
H -2.63276 3.48010 -1.94784 0.041 -0.016 -0.071
H -1.84508 1.91848 -2.23786 0.037 0.081 -0.063
H -4.59623 2.19118 -0.93308 0.026 0.009 -0.154
H -4.34967 1.97643 -2.68688 -0.019 0.046 0.120
H -4.48549 -2.18329 0.53777 -0.037 0.026 0.049
H -4.64722 -2.17793 -1.23587 0.093 -0.101 -0.088
H 4.30706 -2.91176 0.05058 0.019 -0.096 0.008
H 6.43447 -1.78249 -0.49823 0.064 -0.041 -0.007
H 6.51664 0.62939 -0.82757 0.056 0.078 -0.021
H 5.21780 4.01901 -1.03485 0.070 -0.065 -0.004
H 6.27222 2.87718 -0.16674 -0.028 -0.010 -0.037
```
Positions in Å, forces in eV/Å.

Its largest force on an atom is 1.3 eV Å⁻¹. Its energy above the lowest of the compared OMol25 structures with the same formula, charge and spin is 93.2 kJ/mol. Its net charge is 0. Its SMILES is COc1cccc(-c2nc(CS(=O)(=O)CC(=O)NCCc3ccccc3)c(C)o2)c1.

=====

Entry 3:
The following is a quantum chemistry calculation of 2 unconnected molecules or ions with the total composition C9H17N4, from OMol25.

Geometry as XYZ:
```
30
Properties=species:S:1:pos:R:3:forces:R:3
C -1.69208 -1.23196 2.72832 2.143 4.287 -1.693
C -2.20707 -0.33597 3.79782 -1.846 -0.603 1.706
C -1.86266 -0.15684 1.57924 -0.474 -1.995 0.346
C 0.97339 0.64642 -2.08584 -2.545 3.391 -0.637
C 1.90250 0.98555 -0.88623 -1.913 2.289 0.633
C 0.95206 -0.16036 -0.91973 2.470 -1.791 1.490
C -0.24369 1.58347 -2.62629 1.082 -2.257 1.614
C 3.39321 0.99437 -0.87414 -0.886 0.588 -1.785
C 1.03979 -1.45666 -0.58299 -1.380 2.156 -0.246
N -2.78385 0.74294 3.37988 0.629 -1.478 5.438
N -2.60595 0.83437 2.10922 1.521 2.000 -5.360
N -1.32952 -0.22419 0.39011 -1.999 0.067 -1.708
N 0.03339 -2.41049 -0.93817 0.900 0.558 -0.337
H -2.17112 -2.16329 2.55432 -0.161 -0.867 -0.033
H -2.24339 -0.67731 4.84794 -0.145 0.647 -0.681
H 1.43285 0.11506 -2.85698 0.821 -0.456 -1.480
H 1.60898 1.94469 -0.23953 -0.358 -2.203 -1.598
H -0.72677 1.10766 -3.45775 -0.311 -0.526 -0.306
H 0.06534 2.50957 -2.98274 0.996 1.645 -0.506
H -0.99683 1.79920 -1.86466 0.092 -0.166 0.144
H 3.78340 0.04976 -0.82853 1.161 -2.489 1.119
H 3.67745 1.69320 -0.15398 1.008 0.484 1.484
H 3.86490 1.32229 -1.78334 -0.289 0.676 -0.803
H -0.56363 -1.19996 2.79273 -0.966 -1.007 0.127
H 1.65489 -1.73690 0.23423 0.485 -0.361 0.692
H -2.61342 1.82241 1.75184 -0.264 -1.544 0.069
H -1.65200 0.50183 -0.28857 0.680 -0.645 0.771
H -1.14879 -1.15540 -0.12416 0.148 0.974 1.304
H -0.05966 -2.50077 -1.94001 -0.416 0.513 -0.465
H 0.51830 -3.24269 -0.73201 -0.183 -1.889 0.701
```
Positions in Å, forces in eV/Å.

Its largest force on an atom is 5.9 eV Å⁻¹. Its energy above the lowest of the compared OMol25 structures with the same formula, charge and spin is 360.1 kJ/mol. Its net charge is +1.

=====

E_HOMO, respectively: -11.80 -8.30 -11.81 eV.